# 1
Entry from OMol25: a molecular structure, C36H48AsIrN5SSi (wB97M-V/def2-TZVPD).

Results
Highest occupied orbital energy (spin up / spin down) ... -12.70 / -13.00 eV
Total charge ... +2
⟨S²⟩ ... 8.83
Gap between HOMO and LUMO (spin up / spin down) ... 8.072 / 5.238 eV
LUMO energy (spin up / spin down) ... -4.63 / -7.76 eV
Multiplicity ... 6

Geometry (Å):
Ir 1.06562 -0.87190 -0.58504
C -0.14499 -1.09659 -4.25302
C 0.58167 -2.25867 -3.65996
C 0.84023 -3.42935 -4.40902
C 1.50848 -4.49692 -3.83433
C 1.92225 -4.41965 -2.51565
C 1.63625 -3.23917 -1.79978
N 0.97316 -2.19082 -2.40615
N 1.92280 -2.95501 -0.54019
Si 2.80579 -3.83987 0.75955
C 4.58100 -3.89436 0.20266
C 2.52821 -2.78049 2.25857
C 2.03638 -5.52142 0.96482
H -1.20621 -1.33526 -4.35376
H 0.23403 -0.87055 -5.24907
H -0.04500 -0.22030 -3.61370
H 0.50860 -3.47554 -5.43747
H 1.70475 -5.38897 -4.41375
H 2.45105 -5.22855 -2.03298
H 4.96807 -2.89316 0.00591
H 4.70202 -4.49298 -0.70253
H 5.20233 -4.34484 0.97980
H 2.92917 -1.77365 2.12225
H 3.01479 -3.21786 3.13294
H 1.46152 -2.69414 2.48116
H 2.17603 -6.18086 0.10789
H 0.96777 -5.44874 1.17586
H 2.50085 -6.00918 1.82595
S 3.17472 0.10587 -0.69171
C 3.19637 1.33067 -1.90163
N 4.33447 1.77237 -2.42607
C 4.12128 2.93518 -3.29593
C 2.58417 2.95543 -3.42888
N 2.16693 1.97017 -2.42370
H 5.23626 1.44262 -2.12566
H 4.61680 2.80114 -4.25401
H 4.50772 3.83691 -2.82153
H 2.25160 2.64687 -4.41989
H 2.16002 3.92918 -3.20397
H 1.21183 1.83568 -2.12002
C -4.28203 2.19842 6.00424
C -3.38060 1.91763 4.83803
C -3.53636 2.58690 3.63149
C -2.70504 2.36376 2.53872
C -2.99280 3.13747 1.27783
C -1.67077 1.42444 2.67786
As -0.30709 1.00335 1.35959
N -0.63675 -0.66201 0.60285
C -1.52930 -1.62699 0.97412
C -1.21947 -2.98976 0.75276
C -2.11177 -3.98374 1.08504
C -3.34668 -3.65612 1.64239
C -3.67891 -2.32084 1.85148
C -2.79426 -1.31568 1.52548
C -0.47995 2.12628 -0.23241
C -1.23779 1.84388 -1.38082
C -2.16135 0.65954 -1.52039
C -1.22130 2.76964 -2.42423
C -0.53061 3.97244 -2.34786
C -0.62259 4.98874 -3.45080
C 0.20002 4.23523 -1.19252
C 0.24357 3.33226 -0.13844
C 1.01054 3.69200 1.10864
C -1.48338 0.73833 3.89441
C -0.39188 -0.28515 4.08994
C -2.34961 0.99107 4.94569
H -5.17230 2.74428 5.69812
H -3.75842 2.80049 6.74916
H -4.59199 1.27459 6.49219
H -4.33964 3.30756 3.53113
H -3.90951 3.71071 1.40119
H -3.12894 2.47986 0.41989
H -2.19613 3.84042 1.03025
H -0.25273 -3.24134 0.33717
H -1.85333 -5.02118 0.91899
H -4.04745 -4.43676 1.90510
H -4.64484 -2.06564 2.26644
H -3.07276 -0.28428 1.67569
H -1.63348 -0.26664 -1.75581
H -2.88084 0.84782 -2.31607
H -2.72054 0.47957 -0.60311
H -1.82752 2.56761 -3.30103
H -1.06249 4.56513 -4.35199
H 0.35401 5.40347 -3.70376
H -1.24790 5.82649 -3.13745
H 0.72989 5.17732 -1.10054
H 1.46546 4.67610 1.00921
H 1.80451 2.97029 1.31830
H 0.35674 3.72751 1.98514
H 0.60208 0.15163 3.97310
H -0.47925 -1.11276 3.38018
H -0.45022 -0.71009 5.08996
H -2.21505 0.45349 5.87752

# 2
Entry from OMol25: a molecular structure, C36H48AuN4 in a non-equilibrium geometry (wB97M-V/def2-TZVPD).

Results
Highest occupied orbital energy (spin up / spin down) ... -10.67 / -10.66 eV
Total charge ... +1
⟨S²⟩ ... 2.01
Gap between HOMO and LUMO (spin up / spin down) ... 7.985 / 5.372 eV
LUMO energy (spin up / spin down) ... -2.68 / -5.29 eV
Multiplicity ... 3

Geometry (Å):
Au 0.26797 -1.00570 -1.60272
C -0.50626 1.57697 5.46386
C -0.11839 0.16028 5.02909
C -1.20098 -0.81284 5.46701
C 1.24184 -0.14194 5.72624
C 0.08128 -0.02359 3.48912
C 0.50761 -1.24630 2.97151
C 0.60141 -1.39244 1.61977
N 0.33510 -0.44460 0.74945
C -0.04784 0.75699 1.22315
C -0.18077 1.00298 2.57968
C -0.33041 1.88458 0.20832
C -0.39418 3.20874 0.55746
C -0.67218 4.20984 -0.38042
C -1.01864 3.81532 -1.67996
C -0.84973 2.43096 -1.99866
N -0.51498 1.52699 -1.07956
C -0.43563 5.67156 -0.04496
C -1.24881 6.03597 1.20887
C 1.04774 5.83572 0.31913
C -0.84530 6.60631 -1.19917
H -0.54594 1.59735 6.54421
H -1.49715 1.85522 5.09788
H 0.27515 2.24858 5.06659
H -1.32630 -0.82538 6.54182
H -1.01981 -1.81411 5.13286
H -2.21171 -0.59265 5.07381
H 1.12542 -0.06655 6.82482
H 2.03445 0.60533 5.47602
H 1.69803 -1.06152 5.52921
H 0.72797 -2.07966 3.62871
H 0.93512 -2.38335 1.25147
H -0.46425 1.96446 2.95378
H -0.15477 3.49563 1.55104
H -1.22842 4.52857 -2.46564
H -0.87991 2.02109 -2.98918
H -1.00007 5.34597 1.97804
H -2.34310 5.95164 1.00495
H -0.97340 7.04001 1.51432
H 1.38390 5.08082 1.02353
H 1.27273 6.81140 0.73318
H 1.60023 5.71852 -0.55737
H -1.88206 6.44442 -1.37433
H -0.32126 6.31802 -2.09254
H -0.66603 7.68592 -1.03300
C 3.71615 -4.19741 -3.47660
N 2.41775 -4.06288 -2.79397
C 1.51006 -3.31832 -3.64232
C 2.50776 -3.59158 -1.41850
C 3.12264 -2.22466 -1.30887
C 4.51239 -2.12074 -1.32553
C 5.16531 -0.88738 -1.20543
C 4.35742 0.25896 -1.22519
C 2.97208 0.19183 -1.25440
C 2.36685 -1.06787 -1.38714
H 3.54514 -4.69078 -4.42338
H 4.38418 -4.81270 -2.84783
H 4.12452 -3.21729 -3.63348
H 1.21062 -3.90116 -4.53444
H 1.84645 -2.29309 -3.95980
H 0.59816 -3.14927 -3.08978
H 3.09133 -4.28328 -0.80555
H 1.53388 -3.45413 -0.97988
H 5.14841 -3.00802 -1.36362
H 6.20722 -0.79906 -1.11970
H 4.80310 1.22198 -1.11326
H 2.35675 1.13055 -1.30225
C -1.25883 -4.27674 -1.79545
N -2.28842 -4.15998 -0.79064
C -3.58480 -4.60450 -1.24473
C -2.31919 -2.77815 -0.21406
C -2.67208 -1.70647 -1.20365
C -3.91898 -1.12482 -1.18628
C -4.30736 -0.14637 -2.11873
C -3.42427 0.15230 -3.16215
C -2.15287 -0.41531 -3.20143
C -1.76708 -1.29897 -2.17854
H -1.23171 -5.29197 -2.20704
H -0.33156 -4.09094 -1.27948
H -1.36522 -3.65059 -2.65418
H -3.55670 -5.64442 -1.48394
H -3.96673 -4.12201 -2.14675
H -4.26427 -4.36045 -0.38652
H -1.33061 -2.56940 0.19794
H -2.97668 -2.81222 0.62364
H -4.62251 -1.41383 -0.43627
H -5.29892 0.31908 -2.08737
H -3.64865 0.93632 -3.88840
H -1.46837 -0.20980 -3.98642

# 3
Entry from OMol25: a molecular structure, C36H48KN4O2S2 in a non-equilibrium geometry (wB97M-V/def2-TZVPD).

Results
Highest occupied orbital energy ... -4.20 eV
Total charge ... -1
Gap between HOMO and LUMO ... 5.303 eV
LUMO energy ... 1.10 eV
Multiplicity ... 1

Geometry (Å):
K -0.47095 -3.11583 -0.67874
C 3.92952 3.21323 1.56575
C 4.46182 2.68746 0.20950
C 4.50183 3.80056 -0.81511
C 5.87335 2.11618 0.39005
C 3.57021 1.55273 -0.30149
C 2.44643 1.07563 0.38274
C 1.64460 0.04509 -0.13602
N 0.46032 -0.38298 0.39053
C -0.35790 0.26071 1.24464
C -0.41173 1.62796 1.54974
C -1.27354 2.18502 2.49304
C -2.18633 1.33411 3.15699
C -2.29803 0.00011 2.83169
C -1.41460 -0.60695 1.85657
O -1.52939 -1.79937 1.52402
C -3.38961 -0.86110 3.40978
C -2.84634 -2.06202 4.14470
C -4.17357 -0.06207 4.47330
C -4.34320 -1.35693 2.31366
C -1.34676 3.67892 2.76017
C -0.35979 4.54666 1.94215
C -1.09843 3.85935 4.27336
C -2.78983 4.12180 2.40539
C 2.24106 -0.80923 -1.21090
O 1.85525 -1.99579 -1.38018
C 3.27609 -0.20249 -2.00024
C 3.91403 0.93169 -1.51600
C 3.76726 -0.90095 -3.25179
C 4.49225 -2.19204 -2.90639
C 4.74122 0.01445 -4.01455
C 2.62138 -1.18578 -4.24655
H 4.60460 4.00305 1.92659
H 3.94248 2.44251 2.32767
H 2.94158 3.63943 1.44739
H 5.18771 4.61933 -0.52593
H 3.50803 4.25284 -1.00324
H 4.82790 3.41490 -1.80533
H 6.57220 2.85925 0.81585
H 6.31050 1.74478 -0.56984
H 5.82022 1.21986 1.03359
H 2.17564 1.56201 1.33190
H 0.24618 2.31766 1.01971
H -2.90837 1.75823 3.88408
H -2.27739 -1.75651 5.03305
H -2.21328 -2.68401 3.51199
H -3.71768 -2.64859 4.56276
H -3.50668 0.32528 5.27073
H -4.94757 -0.64519 4.99040
H -4.73391 0.79349 4.03073
H -3.74798 -1.90303 1.58078
H -4.82866 -0.51278 1.81601
H -5.08430 -2.00708 2.77240
H 0.65802 4.20804 2.20617
H -0.45877 5.60226 2.25193
H -0.56015 4.47556 0.85005
H -0.13501 3.45502 4.57843
H -1.86831 3.35245 4.88244
H -1.08133 4.93896 4.51830
H -3.06463 3.80318 1.38829
H -2.88843 5.22497 2.45699
H -3.54191 3.70123 3.10947
H 4.76788 1.34802 -2.07724
H 5.40681 -1.96492 -2.33909
H 4.82840 -2.67254 -3.84630
H 3.85106 -2.83677 -2.33807
H 5.70721 0.18798 -3.49195
H 4.29260 0.99790 -4.25514
H 4.98928 -0.46339 -4.96845
H 1.84020 -1.83628 -3.84162
H 3.08201 -1.71203 -5.10205
H 2.14305 -0.27618 -4.60992
C -3.02562 -8.48925 -0.95754
S -4.04327 -7.16610 -0.21493
C -3.14903 -5.66095 -0.53922
S -1.85893 -5.62991 0.56858
N -3.68013 -4.91286 -1.50698
N -3.01924 -3.77307 -1.85209
C -3.60443 -3.03649 -2.77719
C -2.97108 -1.81917 -3.26772
C -3.54169 -1.17417 -4.38396
C -2.97421 -0.00051 -4.81827
C -1.82605 0.47511 -4.18255
C -1.31479 -0.25671 -3.10783
N -1.86880 -1.34992 -2.63806
H -3.39312 -9.47872 -0.61735
H -1.99453 -8.35466 -0.66515
H -3.11573 -8.40594 -2.01811
H -4.57674 -3.32745 -3.20869
H -4.50342 -1.53221 -4.81519
H -3.41400 0.55105 -5.64390
H -1.33574 1.40878 -4.48928
H -0.43526 0.08604 -2.54788

no.,energy (eV)
1,-127938.993
2,-47753.719
3,-86163.821